C4H11NOS in the gas phase in a non-equilibrium geometry, computed with the ωB97M-V functional and the def2-TZVPD basis.

Results
SMILES string: CC=[S@@](N)(=O)CC
frontier orbital gap: 8.7 eV

```
18
Properties=species:S:1:pos:R:3:forces:R:3:mulliken_charge:R:1
C -1.72588 -1.80353 -1.17146 0.2393 -0.2670 2.3414 -1.0592
C -1.54717 -0.48020 -0.39981 1.3283 -0.9508 -0.4582 -0.4100
S 0.04346 -0.22283 -0.11850 1.5582 0.9714 -0.3092 0.8168
N 0.81831 -0.85784 1.42992 -1.4641 2.2593 -2.0420 -0.6364
O 1.00071 -0.56530 -1.21932 -1.5565 -0.2571 1.9573 -0.6797
C 0.22978 1.58220 0.13688 -0.0996 -2.9851 3.2285 -0.4663
C 1.67611 1.87093 0.37262 0.1063 1.5736 -3.9416 -1.3074
H -2.78077 -1.85796 -1.27117 -0.9484 -0.4771 -0.7098 0.3469
H -1.18157 -1.84448 -2.09116 0.0579 0.1905 -0.6120 0.3194
H -1.41189 -2.70049 -0.55818 -0.3336 0.7177 -0.5981 0.2201
H -2.31787 -0.08045 0.26756 0.5714 -0.1037 -0.2085 0.3642
H 1.53249 -1.49491 1.16627 0.2867 -1.0511 0.1436 0.2581
H 0.02482 -1.12763 1.99295 0.3818 -0.8034 0.1029 0.2943
H -0.22313 1.84849 -0.73520 -0.8910 1.5062 -2.3945 0.4501
H -0.49705 1.71886 0.98828 0.9762 0.4702 -0.6195 0.3247
H 2.17192 1.25256 0.98687 1.2585 -2.7070 2.2892 0.4162
H 2.34100 1.96054 -0.54640 -1.3124 -0.6041 0.5866 0.2929
H 1.84673 2.80202 0.76984 -0.1591 2.5176 1.2439 0.4553
```
Forces are in eV/Å.

***

C4H11NOS in the gas phase in a non-equilibrium geometry, computed with the ωB97M-V functional and the def2-TZVPD basis.

Results
SMILES string: C[C@H](CS)NCO
frontier orbital gap: 9.8 eV

```
18
Properties=species:S:1:pos:R:3:forces:R:3:mulliken_charge:R:1
C 0.79801 0.30055 1.78162 -0.2177 -0.2107 -0.3840 -1.4199
C 0.29339 -0.04931 0.39069 -0.0580 -0.9332 -0.8932 0.4889
C 1.29082 -0.88578 -0.45842 0.2441 -0.0691 0.3731 -0.8597
S 1.42558 -2.61839 0.14843 0.0244 0.0363 0.2217 -0.2285
N -0.18622 1.08633 -0.41503 0.7842 -1.2723 0.1161 -0.3579
C -1.37748 0.77352 -1.15322 -0.8699 1.2976 1.1201 -0.4992
O -2.55474 1.03051 -0.32967 -0.0200 0.1894 -0.5261 -0.5548
H -0.04129 0.42449 2.46461 0.0220 0.0507 0.0436 0.3434
H 1.39535 1.21084 1.80019 0.1831 -0.0155 -0.1046 0.3904
H 1.39683 -0.54658 2.11506 0.0875 0.1497 0.3017 0.3772
H -0.51602 -0.78041 0.48166 -0.3069 0.2335 0.4537 0.2253
H 0.93738 -0.90070 -1.48287 0.0751 -0.0132 -0.1204 0.4243
H 2.31629 -0.51879 -0.43191 -0.1242 0.3727 -0.1202 0.2913
H 1.02026 -3.30463 -0.92667 -0.0768 0.2332 -0.0939 0.1258
H -0.24608 1.89023 0.18223 -0.4979 0.4570 -0.1840 0.2430
H -1.44714 1.41002 -2.03369 0.0394 -0.1659 -0.2120 0.4104
H -1.45565 -0.28137 -1.40132 0.5386 -0.0305 -0.2130 0.2827
H -3.04929 1.75946 -0.73167 0.1731 -0.3096 0.2215 0.3172
```
Forces are in eV/Å.

***

C4H11NOS in the gas phase in a non-equilibrium geometry, computed with the ωB97M-V functional and the def2-TZVPD basis.

Results
SMILES string: OCNCCCS
frontier orbital gap: 9.8 eV

```
18
Properties=species:S:1:pos:R:3:forces:R:3:mulliken_charge:R:1
O 0.82217 -0.89636 -3.45786 -0.1924 0.0439 0.4704 -0.5366
C 0.38098 -0.05347 -2.38826 0.6537 -1.5919 -0.8970 -0.1990
N 0.87130 -0.48882 -1.10229 -0.0052 2.2944 1.1003 -0.3107
C 0.27676 0.37957 -0.07500 -0.0587 -0.1180 1.0745 -0.4961
C -0.25204 -0.43663 1.13551 -0.5023 0.3552 -0.8632 -0.5822
C -0.28171 0.35267 2.45395 0.3726 -1.2339 -0.7458 -0.7486
S -1.55489 1.62709 2.38681 0.6362 1.2678 0.3710 -0.2210
H 1.58668 -1.37350 -3.12980 0.2937 0.0107 -0.0839 0.3108
H -0.70549 -0.09385 -2.45153 -0.2471 0.3737 0.0260 0.2907
H 0.78791 0.94492 -2.57625 -0.3701 0.1188 0.2322 0.2396
H 0.93564 -1.41183 -0.73126 -0.5248 -0.8700 -0.9671 0.2409
H -0.53528 0.98017 -0.47629 -0.1957 -0.0602 -0.2579 0.3293
H 0.94839 1.12133 0.35623 0.6249 0.0748 -0.2990 0.2256
H -1.29767 -0.69225 0.91530 0.3318 -0.5548 -0.0187 0.2113
H 0.37460 -1.33420 1.14325 -0.2005 -0.0718 0.6700 0.4022
H -0.43795 -0.30922 3.30231 -0.1504 -0.0373 0.0258 0.3488
H 0.72695 0.75972 2.57389 -0.4072 0.6559 0.2235 0.3821
H -2.64636 0.92468 2.12131 -0.0587 -0.6573 -0.0613 0.1128
```
Forces are in eV/Å.

***

2 unconnected molecules or ions with the total composition C4H11NP in a non-equilibrium geometry, computed with the ωB97M-V functional and the def2-TZVPD basis.

Results
charge: +1
frontier orbital gap (alpha / beta): 7.8 / 7.8 eV

```
17
Properties=species:S:1:pos:R:3:forces:R:3:mulliken_charge:R:1
C 0.22092 0.06444 0.46054 1.5136 1.5223 -2.3019 0.3815
C 0.51144 -0.98807 1.40883 -2.9551 -1.3380 0.9524 -1.1043
C -1.12672 1.69898 1.71422 -0.3816 0.0545 -1.2283 -1.0938
C -0.36104 1.23273 0.42915 -0.2637 1.0814 1.3126 -0.1596
N 0.15698 -1.16934 -2.47183 -1.2314 0.0900 -0.9063 -0.5356
P 1.19864 0.31553 -1.98948 0.5537 -0.3192 1.3298 0.0651
H 1.14359 -0.80009 2.27511 0.0682 0.5691 -0.2225 0.3318
H 0.86633 -1.87104 0.92968 0.3399 -0.7417 -0.3493 0.3037
H -0.57869 -1.30434 1.80547 2.3048 0.5602 -0.5790 0.3212
H -0.89802 2.80512 1.83508 -0.8533 -1.4265 -0.0091 0.3124
H -2.19807 1.37893 1.58817 0.7162 1.1800 -0.0441 0.3020
H -0.85366 1.14434 2.59867 0.6330 0.0058 0.2219 0.3463
H -0.25918 2.01747 -0.34905 -0.1848 -0.9917 0.3780 0.3274
H -0.81026 -0.75368 -2.50182 1.0343 -0.7245 -0.1583 0.4004
H 0.10270 -1.97222 -1.86830 0.1760 -0.1296 1.0217 0.3223
H 0.34344 -1.63957 -3.36339 0.0167 0.7205 -0.3268 0.3668
H 2.54159 -0.15918 -2.50108 -1.4867 -0.1127 0.9091 0.1123
```
Forces are in eV/Å.

***

A molecular structure, C4H11NP in a non-equilibrium geometry, computed with the ωB97M-V functional and the def2-TZVPD basis.

Results
charge: +1
frontier orbital gap: 10.5 eV

```
17
Properties=species:S:1:pos:R:3:forces:R:3:mulliken_charge:R:1
C 0.96422 0.00753 0.76670 2.2172 0.7536 3.2996 -0.5148
C 1.55976 0.94582 -0.25241 -3.0578 1.4285 0.7244 -0.5706
C -0.34477 0.06390 0.06728 -2.2017 -4.2149 -0.8682 0.0478
C -0.89292 -1.76292 -0.35624 -3.9936 6.0985 0.6671 -1.1858
N 0.36822 0.62097 -1.13611 1.0221 -0.1884 -2.8783 -0.1489
P -1.78374 1.16702 0.75777 1.7388 -0.2772 0.2745 -0.0050
H 1.64987 -0.85726 0.79873 -1.2191 -0.4380 0.0291 0.2618
H 0.93446 0.44437 1.81471 0.2092 -0.6821 -1.1868 0.2655
H 1.32919 1.96760 0.02166 0.7100 0.3718 0.1224 0.3062
H 2.48930 0.82025 -0.66987 2.0719 -0.3722 -0.9595 0.3937
H -1.53537 -2.05617 0.47734 0.5183 -0.1006 -0.0757 0.4029
H 0.00474 -2.16723 -0.42912 3.7612 -2.2757 -0.4205 0.4819
H -1.51743 -1.68639 -1.27092 0.6852 -0.1758 0.4677 0.3674
H 0.00529 1.45310 -1.60190 -0.4228 -0.0809 0.0856 0.3510
H 0.62204 -0.04421 -1.93330 -0.6675 0.6583 1.5096 0.3725
H -1.35597 1.07992 2.16393 -0.2764 -0.0118 -1.1273 0.0960
H -2.49690 0.00371 0.78175 -1.0952 -0.4931 0.3364 0.0785
```
Forces are in eV/Å.

***

2 unconnected molecules or ions with the total composition C4H11NS in a non-equilibrium geometry, computed with the ωB97M-V functional and the def2-TZVPD basis.

Results
SMILES string: C=CN.CCS
frontier orbital gap: 8.9 eV

```
17
Properties=species:S:1:pos:R:3:forces:R:3:mulliken_charge:R:1
C 2.42399 -1.64035 -0.51895 0.8975 0.6021 0.1985 -0.9394
C 1.98319 -0.97579 0.55319 -0.9806 -0.3363 -0.3636 0.1973
N 1.48246 -1.53270 1.70593 0.1803 -0.4427 0.5194 -0.4783
H 2.95252 -1.04274 -1.25252 -0.2367 -0.2220 -0.2556 0.2421
H 2.53616 -2.71479 -0.56295 -0.1408 -0.0574 0.0536 0.2722
H 1.87254 0.09829 0.51457 0.3272 0.1363 0.0785 0.3090
H 1.41052 -2.53831 1.72527 0.0099 0.0573 -0.0720 0.1785
H 0.71500 -1.08422 2.17668 0.0379 0.1858 -0.2019 0.2363
C -1.85321 2.04717 -1.64521 -0.3220 -0.1130 0.4423 -1.0586
C -1.42618 0.66859 -1.17081 0.2058 -0.0828 -0.0384 -0.3695
S -1.19071 0.57718 0.63519 -0.1265 0.2565 -0.1743 -0.2586
H -2.76754 2.33306 -1.12349 -0.1255 -0.0070 -0.1695 0.2958
H -1.12668 2.81323 -1.38293 0.2452 -0.0286 -0.1813 0.3316
H -2.03143 2.04188 -2.71933 0.0418 0.1119 -0.0381 0.3251
H -2.19295 -0.07060 -1.39992 -0.0241 -0.0115 0.0340 0.3328
H -0.50988 0.33972 -1.66091 0.0101 0.0017 0.0310 0.2745
H -0.42138 1.67541 0.69097 0.0004 -0.0503 0.1372 0.1093
```
Forces are in eV/Å.

***

Results for energy above the lowest of the compared OMol25 structures with the same formula, charge and spin: 432.3 126.7 175.5 348.8 292.8 81.9 (in kJ/mol, following the order of the records).
Results for electronic energy: -687.04469 -687.16107 -687.14250 -554.72087 -554.74220 -611.91092 (in a.u., following the order of the records).